{"formula": "C19H18ClFN2O4", "method": "ωB97M-V with the def2-TZVPD basis set", "species": ["Cl", "F", "O", "O", "O", "O", "N", "N", "C", "C", "C", "C", "C", "C", "C", "C", "C", "C", "C", "C", "C", "C", "C", "C", "C", "C", "C", "H", "H", "H", "H", "H", "H", "H", "H", "H", "H", "H", "H", "H", "H", "H", "H", "H", "H"], "xyz": [[-0.49, -1.41, 2.19], [-6.02, -0.83, -3.86], [3.73, 1.62, 2.28], [-0.76, 1.86, 1.45], [0.67, 0.29, -0.75], [-1.25, 1.05, -1.18], [0.96, 2.89, 0.60], [1.66, 0.50, 2.24], [-3.65, -0.77, -1.27], [2.75, -3.49, 2.01], [1.03, -2.06, 2.24], [2.51, 1.38, 2.12], [3.52, -1.31, 1.98], [-2.40, -1.11, -3.48], [1.85, 3.25, -0.38], [-2.27, -1.27, -1.96], [-0.37, 0.05, -1.02], [-1.07, -1.46, -1.15], [3.68, -2.70, 2.01], [1.42, -3.14, 2.15], [-3.69, -1.24, -4.00], [-4.72, -0.92, -3.41], [-4.81, -0.75, -1.80], [1.85, 2.63, 1.85], [2.11, -1.01, 2.13], [-0.25, 2.23, 0.46], [-0.74, 2.53, -0.97], [0.69, 0.59, 2.47], [-0.14, 2.79, -1.55], [-1.31, -1.73, -0.06], [0.43, -3.92, 2.38], [-3.60, -1.24, -5.15], [3.05, 3.42, -0.01], [-3.58, -0.78, -0.11], [2.11, 2.44, -1.02], [2.30, 3.67, 2.08], [4.78, -3.08, 2.09], [2.95, -4.70, 2.02], [1.58, 4.25, -0.93], [-5.76, -0.75, -1.50], [4.04, -0.48, 2.10], [0.91, 3.04, 2.73], [-0.41, -1.99, -1.70], [-1.54, -1.52, -3.69], [-1.72, 3.19, -0.59]], "e_homo_ev": -8.45, "lumo_ev": 0.33, "multiplicity": 1, "total_energy_ha": -1704.7679}